1.
12
Properties=species:S:1:pos:R:3:forces:R:3:lowdin_charge:R:1 method="wB97M-V/def2-TZVPD" multiplicity=2 gap_ev="5.92 / 10.96" max_force_ev_per_a=1.77 e_lumo_ev="0.8 / 0.8" e_homo_ev="-5.13 / -10.18" charge=0
C 0.1205 -0.7539 -1.4197 -1.1 -1.4 0.0 -0.145
N 0.7730 0.2177 -0.7368 0.7 0.6 0.0 -0.041
H 0.2676 -0.8409 -2.4815 0.1 0.1 -0.1 0.022
H -0.5674 -1.4249 -0.8847 0.7 0.6 -0.6 0.002
H 0.6722 0.3305 0.2523 0.0 0.2 0.0 0.055
H 1.1947 0.9611 -1.2626 0.1 0.1 0.4 0.070
H 2.2241 2.0528 2.3369 -0.5 0.7 -0.4 0.048
H 1.4976 3.3658 1.7784 0.3 -0.4 0.3 0.038
O 1.5177 2.4000 1.7610 0.1 -0.4 0.1 -0.071
H -2.1143 -2.2675 0.8180 -0.4 0.1 -0.3 0.048
H -3.2334 -1.8930 -0.2255 0.6 -0.1 0.3 0.055
O -2.2795 -2.0555 -0.1130 -0.7 -0.2 0.3 -0.081

***

2.
12
Properties=species:S:1:pos:R:3:forces:R:3:lowdin_charge:R:1 method="wB97M-V/def2-TZVPD" gap_ev=9.85 max_force_ev_per_a=2.62 e_lumo_ev=-5.1 e_homo_ev=-14.99 charge=+1
C 0.4687 0.3624 1.2853 -0.9 -1.1 -0.7 0.126
N 0.8949 -0.8325 1.5269 2.6 -0.2 0.4 0.164
H -0.6260 0.4868 1.4925 1.4 0.8 0.3 0.120
H 1.1374 1.0774 0.7037 -1.2 -1.1 0.7 0.151
H 1.8384 -1.1006 1.1807 -0.7 0.5 0.2 0.163
H 0.6320 -1.5477 2.2400 -1.1 1.0 -1.0 0.179
H -0.3045 0.1171 -2.1077 0.7 0.2 -0.2 0.020
H 1.0139 0.9475 -2.5093 -0.4 -0.2 -0.2 0.053
O 0.6372 0.2732 -1.9322 0.3 0.0 0.4 -0.076
H -2.2586 -0.6657 -0.4020 1.2 1.8 -0.4 0.113
H -1.8831 0.8266 -1.0263 0.2 -1.9 1.4 0.114
O -1.5502 0.0556 -0.4515 -2.0 0.1 -0.9 -0.127

***

3.
13
Properties=species:S:1:pos:R:3:forces:R:3:lowdin_charge:R:1 method="wB97M-V/def2-TZVPD" gap_ev=8.76 max_force_ev_per_a=4.06 e_lumo_ev=0.8 e_homo_ev=-7.97 charge=0
C 1.3043 1.3147 -0.6384 -1.9 0.1 3.2 -0.025
N 0.2451 0.9217 0.8631 2.1 0.7 -3.4 -0.436
P -1.7665 0.1891 -0.9948 0.4 0.3 0.0 0.489
P 0.3461 -2.1556 0.1356 -0.5 -0.3 -1.8 0.438
P -0.8112 -0.3868 0.9044 -0.6 -0.1 -0.3 0.254
H 1.5272 2.3750 -0.4743 -0.2 -0.3 0.0 0.033
H 2.2328 0.7438 -0.5027 -0.7 -0.2 -0.5 0.036
H 0.6113 1.2039 -1.5028 0.9 -0.4 0.8 -0.014
H 0.7296 1.1525 1.7151 0.3 -0.1 0.0 0.001
H -2.4175 -1.0145 -1.2925 -0.4 -0.2 0.2 -0.173
H -2.7326 0.7974 -0.1972 -0.8 0.2 -0.2 -0.184
H -0.2503 -3.3029 0.7319 -0.3 0.4 0.1 -0.169
H 0.9817 -1.8384 1.2526 1.8 0.1 1.9 -0.251

***

Energy relative to the best compared isomer or geometry (same formula, charge and spin)
In order: 2.8; 33.6; 19.3
Unit: kcal per mole